## A
Entry from OMol25: a cluster of 4 separate species, C2H11NO4 in total (ωB97M-V with the def2-TZVPD basis set).

ORCA input file:
```
! RIJCOSX wB97M-V def2-TZVPD def2/J DEFGRID3
* xyz 0 1
N 0.18 -0.49 -0.63
C 0.26 -1.15 0.69
C 1.15 -0.20 1.49
O 2.35 -0.25 1.51
H 1.06 -0.04 -0.83
H 0.05 -1.19 -1.33
H 0.86 -2.07 0.80
H -0.72 -1.31 1.12
H 0.55 0.35 2.23
O 3.23 0.45 -1.28
H 3.32 -0.45 -1.58
H 3.28 0.39 -0.31
O -1.70 1.24 1.59
H -1.39 2.02 1.13
H -1.56 0.50 1.01
O -3.80 0.43 -1.97
H -4.18 1.09 -1.39
H -2.94 0.69 -2.23
*
```

HOMO energy in eV: -10.20
Gap between HOMO and LUMO in eV: 10.55
SMILES: NCC=O.O.O.O
LUMO level in Eh: 0.0130

Löwdin population analysis, charges in e, atoms 1 to 8: 0.02 -0.23 -0.26 0.06 0.03 0.07 0.12 0.10


## B
Entry from OMol25: a cluster of 4 separate species, C2H11NO4 in total (ωB97M-V with the def2-TZVPD basis set).

ORCA input file:
```
! RIJCOSX wB97M-V def2-TZVPD def2/J DEFGRID3
* xyz 0 1
C 2.44 -0.43 -1.15
N 1.22 0.01 -0.46
C 0.35 -0.75 0.16
O -0.51 -0.32 0.94
H 2.23 -0.35 -2.22
H 3.28 0.25 -1.01
H 2.72 -1.42 -0.83
H 1.12 1.01 -0.48
H 0.54 -1.83 0.17
O -1.70 4.02 -0.35
H -2.26 3.26 -0.58
H -0.88 3.61 -0.08
O -2.57 0.95 -0.74
H -3.42 0.55 -0.51
H -2.01 0.70 -0.02
O -0.44 -3.27 2.60
H -0.64 -2.69 1.86
H 0.52 -3.31 2.71
*
```

HOMO energy in eV: -10.53
Gap between HOMO and LUMO in eV: 10.99
SMILES: CNC=O.O.O.O
LUMO level in Eh: 0.0171

Löwdin population analysis, charges in e, atoms 1 to 8: -0.06 0.00 -0.37 -0.01 0.09 0.08 0.08 0.14


The structure with the greatest stability is B.


## A
Entry from OMol25: a structure of composition C68H76AgGe2N2O4S5 (ωB97M-V with the def2-TZVPD basis set).

ORCA input file:
```
! RIJCOSX wB97M-V def2-TZVPD def2/J DEFGRID3
* xyz -1 1
Ag 0.23 0.93 0.28
C 4.29 -2.24 2.33
N 4.00 -1.01 1.64
C 4.74 0.17 2.04
C 3.00 -0.86 0.74
O 2.80 0.19 0.16
C 2.11 -2.07 0.49
O 0.92 -1.61 -0.06
C 0.08 -2.60 -0.55
C -1.07 -1.92 -1.29
O -1.07 -0.72 -1.46
N -2.07 -2.72 -1.73
C -3.26 -2.11 -2.29
C -2.09 -4.16 -1.57
H 5.36 -2.28 2.55
H 4.06 -3.11 1.71
H 3.74 -2.32 3.28
H 5.70 0.25 1.51
H 4.93 0.13 3.11
H 4.14 1.05 1.83
H 1.91 -2.62 1.43
H 2.63 -2.75 -0.20
H -0.32 -3.23 0.26
H 0.62 -3.26 -1.25
H -3.16 -1.03 -2.21
H -4.14 -2.43 -1.73
H -3.38 -2.39 -3.34
H -1.08 -4.57 -1.56
H -2.61 -4.60 -2.42
H -2.61 -4.47 -0.66
C 1.21 7.50 5.85
C 0.86 6.04 5.93
C 1.82 5.06 5.74
C 1.52 3.71 5.89
C 2.61 2.68 5.73
C 0.21 3.33 6.21
C -0.78 4.30 6.36
C -2.21 3.91 6.61
C -0.44 5.64 6.23
C -0.10 1.90 6.52
C 0.12 1.51 7.84
C -0.12 0.21 8.24
C -0.60 -0.70 7.31
C -0.84 -0.32 6.00
C -0.59 0.99 5.58
Ge -0.68 1.44 3.65
S 1.12 0.77 2.69
S -2.60 0.81 2.66
Ge -2.40 2.80 1.63
S -1.61 2.54 -0.35
S -1.03 3.62 3.21
C -4.06 3.89 1.46
C -5.31 3.30 1.33
C -6.43 4.08 1.04
C -6.33 5.45 0.87
C -5.08 6.04 1.00
C -3.95 5.28 1.28
C -2.64 5.98 1.40
C -1.82 6.15 0.29
C -2.28 5.78 -1.10
C -0.56 6.71 0.46
C -0.13 7.17 1.70
C 1.26 7.71 1.89
C -1.00 7.09 2.77
C -2.25 6.50 2.64
C -3.16 6.39 3.84
C -5.54 1.84 1.49
C -5.50 1.01 0.38
C -5.12 1.55 -0.98
C -5.81 -0.34 0.53
C -6.17 -0.87 1.76
C -6.52 -2.33 1.89
C -6.20 -0.03 2.86
C -5.90 1.32 2.74
C -5.92 2.21 3.96
C -1.37 -1.36 5.07
C -2.75 -1.49 4.89
C -3.73 -0.60 5.61
C -3.24 -2.45 4.02
C -2.39 -3.28 3.31
C -2.92 -4.26 2.30
C -1.02 -3.18 3.54
C -0.50 -2.25 4.43
C 0.98 -2.22 4.70
H 2.27 7.63 5.63
H 0.99 8.01 6.79
H 0.64 8.01 5.06
H 2.83 5.35 5.50
H 3.54 3.15 5.42
H 2.34 1.93 4.98
H 2.79 2.16 6.67
H -2.29 3.11 7.35
H -2.64 3.53 5.68
H -2.80 4.76 6.94
H -1.21 6.39 6.37
H 0.50 2.24 8.54
H 0.06 -0.09 9.26
H -0.81 -1.73 7.61
H -7.40 3.59 0.94
H -7.20 6.04 0.64
H -4.97 7.12 0.87
H -2.89 4.88 -1.10
H -1.43 5.61 -1.75
H -2.88 6.60 -1.51
H 0.10 6.80 -0.40
H 1.76 7.87 0.93
H 1.87 7.01 2.47
H 1.25 8.66 2.43
H -0.69 7.44 3.75
H -2.74 6.92 4.69
H -3.29 5.34 4.12
H -4.15 6.79 3.62
H -5.73 2.41 -1.24
H -5.24 0.78 -1.74
H -4.07 1.87 -0.98
H -5.78 -0.99 -0.34
H -6.60 -2.81 0.92
H -7.46 -2.47 2.42
H -5.75 -2.87 2.46
H -6.48 -0.42 3.83
H -6.43 1.73 4.79
H -6.41 3.16 3.75
H -4.90 2.44 4.27
H -3.31 -0.19 6.53
H -4.63 -1.16 5.87
H -4.01 0.23 4.97
H -4.31 -2.53 3.87
H -3.98 -4.47 2.45
H -2.38 -5.21 2.34
H -2.81 -3.86 1.29
H -0.34 -3.86 3.03
H 1.44 -3.14 4.34
H 1.19 -2.12 5.76
H 1.43 -1.37 4.18
O 2.72 0.57 -2.99
S 1.72 1.46 -2.33
C 1.10 2.53 -3.64
C -0.04 3.29 -3.43
C -0.51 4.09 -4.46
C 0.16 4.12 -5.68
C 1.29 3.35 -5.88
C 1.77 2.54 -4.85
C 2.65 2.73 -1.46
C 4.02 2.76 -1.60
C 4.75 3.69 -0.88
C 4.11 4.57 -0.02
C 2.72 4.52 0.12
C 1.98 3.60 -0.61
H -0.57 3.25 -2.49
H -1.40 4.68 -4.31
H -0.22 4.75 -6.48
H 1.80 3.37 -6.83
H 2.64 1.91 -4.98
H 4.50 2.03 -2.24
H 5.83 3.72 -0.97
H 4.68 5.29 0.55
H 2.21 5.19 0.80
H 0.91 3.54 -0.47
*
```

HOMO energy in eV: -4.43
Gap between HOMO and LUMO in eV: 6.59
LUMO level in Eh: 0.0795

Löwdin population analysis, charges in e, atoms 1 to 8: 0.44 -0.05 -0.14 -0.04 -0.49 -0.03 -0.13 -0.17


## B
Entry from OMol25: a structure of composition C68H76AgGe2N2O4S5 (ωB97M-V with the def2-TZVPD basis set).

ORCA input file:
```
! RIJCOSX wB97M-V def2-TZVPD def2/J DEFGRID3
* xyz -1 1
Ag -0.28 0.41 -0.51
C 3.91 -0.61 -2.91
N 2.55 -1.13 -2.85
C 1.74 -0.98 -4.05
C 1.92 -1.25 -1.67
O 0.72 -1.51 -1.60
C 2.76 -1.07 -0.42
O 2.03 -1.36 0.74
C 1.85 -2.73 0.95
C 0.46 -3.03 1.49
O -0.42 -2.20 1.54
N 0.28 -4.33 1.89
C 1.30 -5.34 1.80
C -1.03 -4.76 2.35
H 4.01 0.28 -2.29
H 4.64 -1.36 -2.61
H 4.12 -0.32 -3.94
H 1.56 0.08 -4.24
H 2.25 -1.44 -4.89
H 0.78 -1.47 -3.89
H 3.67 -1.69 -0.48
H 3.06 -0.03 -0.35
H 1.97 -3.30 0.02
H 2.60 -3.10 1.66
H 1.75 -5.40 0.80
H 2.10 -5.19 2.53
H 0.84 -6.31 2.01
H -1.66 -3.90 2.54
H -1.50 -5.41 1.62
H -0.92 -5.31 3.29
C 5.31 0.45 2.21
C 4.93 1.65 1.39
C 5.48 1.88 0.14
C 5.10 2.96 -0.64
C 5.66 3.13 -2.03
C 4.14 3.85 -0.15
C 3.61 3.68 1.13
C 2.60 4.62 1.71
C 4.00 2.56 1.87
C 3.81 5.05 -0.98
C 4.82 6.01 -0.98
C 4.74 7.15 -1.74
C 3.60 7.34 -2.50
C 2.55 6.43 -2.49
C 2.64 5.24 -1.74
Ge 1.12 3.91 -1.58
S 1.85 1.92 -1.34
S -0.28 4.75 0.00
Ge -1.85 3.75 -1.27
S -2.33 1.78 -0.52
S -0.55 3.86 -3.12
C -3.57 4.74 -1.46
C -3.99 5.69 -0.52
C -5.23 6.32 -0.66
C -6.05 6.05 -1.74
C -5.64 5.12 -2.68
C -4.43 4.45 -2.54
C -4.16 3.37 -3.54
C -4.70 2.10 -3.34
C -5.60 1.82 -2.17
C -4.45 1.10 -4.27
C -3.69 1.35 -5.41
C -3.39 0.25 -6.39
C -3.23 2.64 -5.63
C -3.47 3.66 -4.72
C -3.01 5.05 -5.01
C -3.14 6.16 0.61
C -2.46 7.38 0.47
C -2.62 8.20 -0.78
C -1.65 7.83 1.50
C -1.51 7.10 2.68
C -0.57 7.56 3.76
C -2.23 5.93 2.82
C -3.06 5.45 1.81
C -3.84 4.18 2.03
C 1.38 6.90 -3.28
C 0.52 7.83 -2.71
C 0.60 8.18 -1.24
C -0.44 8.45 -3.51
C -0.53 8.19 -4.86
C -1.50 8.95 -5.73
C 0.32 7.24 -5.41
C 1.27 6.58 -4.64
C 2.16 5.54 -5.25
H 6.02 -0.18 1.67
H 4.44 -0.15 2.45
H 5.78 0.74 3.15
H 6.22 1.18 -0.25
H 6.42 2.38 -2.23
H 6.10 4.11 -2.17
H 4.86 3.02 -2.76
H 2.58 5.58 1.20
H 2.80 4.80 2.77
H 1.60 4.19 1.63
H 3.56 2.41 2.85
H 5.70 5.83 -0.36
H 5.53 7.88 -1.74
H 3.50 8.24 -3.11
H -5.54 7.04 0.09
H -7.00 6.55 -1.84
H -6.28 4.88 -3.52
H -5.10 2.08 -1.24
H -5.87 0.77 -2.13
H -6.51 2.42 -2.24
H -4.86 0.11 -4.11
H -4.07 -0.59 -6.27
H -2.37 -0.13 -6.24
H -3.45 0.60 -7.42
H -2.67 2.86 -6.53
H -2.41 5.07 -5.91
H -2.41 5.45 -4.20
H -3.87 5.72 -5.15
H -2.50 7.59 -1.68
H -1.88 9.00 -0.80
H -3.61 8.65 -0.83
H -1.11 8.75 1.38
H -0.34 8.62 3.66
H 0.37 7.01 3.71
H -0.99 7.39 4.75
H -2.15 5.36 3.74
H -4.04 4.05 3.10
H -3.28 3.32 1.68
H -4.78 4.20 1.49
H 1.62 8.13 -0.87
H 0.02 7.46 -0.66
H 0.20 9.18 -1.06
H -1.10 9.19 -3.06
H -2.25 9.47 -5.13
H -2.02 8.28 -6.42
H -0.98 9.70 -6.33
H 0.25 7.00 -6.47
H 2.10 5.57 -6.34
H 1.86 4.54 -4.92
H 3.20 5.68 -4.96
O -3.26 -2.70 3.52
S -3.17 -1.52 2.61
C -4.66 -0.56 2.92
C -5.70 -1.15 3.61
C -6.84 -0.40 3.88
C -6.90 0.93 3.48
C -5.84 1.52 2.81
C -4.70 0.77 2.53
C -3.65 -2.14 0.98
C -4.09 -3.45 0.89
C -4.42 -3.96 -0.36
C -4.29 -3.16 -1.49
C -3.84 -1.85 -1.38
C -3.52 -1.33 -0.13
H -5.61 -2.18 3.92
H -7.67 -0.85 4.41
H -7.78 1.52 3.70
H -5.88 2.55 2.51
H -3.86 1.22 2.01
H -4.16 -4.05 1.78
H -4.77 -4.98 -0.45
H -4.54 -3.56 -2.47
H -3.71 -1.23 -2.26
H -3.16 -0.31 -0.05
*
```

HOMO energy in eV: -4.63
Gap between HOMO and LUMO in eV: 6.81
LUMO level in Eh: 0.0800

Löwdin population analysis, charges in e, atoms 1 to 8: 0.47 -0.06 -0.14 -0.04 -0.51 -0.02 -0.19 -0.12


The structure with the greatest stability is A.